a) # C6H8

C6H8 in the gas phase (wB97M-V/def2-TZVPD, the OMol25 dataset).

Each atom is followed by the atoms it is bonded to, with distances in Å.
Element x y z (Å)
1 C 3.275 -0.630 0.429  C2 1.330, H7 1.097
2 C 1.957 -0.794 0.361  C1 1.330, C3 1.255
3 C 0.723 -0.927 0.548  C2 1.255, C6 1.466
4 C -0.614 1.456 -0.211  C5 1.527, H8 1.096, H9 1.094, H10 1.096
5 C -1.437 0.213 0.122  C4 1.527, C6 1.549, H11 1.095, H12 1.096
6 C -0.631 -1.106 0.017  C3 1.466, C5 1.549, H13 1.098, H14 1.097
7 H 3.803 -0.653 -0.532  C1 1.097
8 H 0.200 1.577 0.512  C4 1.096
9 H -1.232 2.358 -0.170  C4 1.094
10 H -0.167 1.390 -1.210  C4 1.096
11 H -1.847 0.306 1.133  C5 1.095
12 H -2.288 0.124 -0.562  C5 1.096
13 H -0.592 -1.432 -1.031  C6 1.098
14 H -1.151 -1.881 0.593  C6 1.097

2S+1: 1
LUMO level (alpha / beta) in eV: -1.02 / -1.03
HOMO level (alpha / beta) in eV: -8.13 / -8.13
Orbital gap (alpha / beta) in hartree: 0.26115 / 0.26100

Atom charges from the Mulliken analysis, given in e for atoms 1 to 4: atom 1 (C): -0.80, atom 2 (C): 0.29, atom 3 (C): 0.04, atom 4 (C): -1.14



b) # C6H8

C6H8 in the gas phase (wB97M-V/def2-TZVPD, the OMol25 dataset).

Each atom is followed by the atoms it is bonded to, with distances in Å.
Element x y z (Å)
1 C -1.699 -0.362 1.261  C2 1.550, H7 1.081, H8 1.030, H9 0.995
2 C -0.960 -0.872 -0.003  C1 1.550, C3 1.357, H10 1.147
3 C 0.289 -0.489 -0.371  C2 1.357, C4 1.641, C6 1.536
4 C 1.479 -0.370 -1.495  C3 1.641, C5 1.345, H11 1.080
5 C 1.782 0.851 -1.022  C4 1.345, C6 1.497, H12 0.996
6 C 0.811 0.870 0.119  C3 1.536, C5 1.497, H13 1.202, H14 1.054
7 H -2.667 -0.785 1.034  C1 1.081
8 H -1.607 0.664 1.273  C1 1.030
9 H -1.215 -0.827 1.996  C1 0.995
10 H -1.555 -1.745 -0.451  C2 1.147
11 H 1.608 -1.116 -2.266  C4 1.080
12 H 2.437 1.519 -1.364  C5 0.996
13 H 1.129 0.963 1.274  C6 1.202
14 H 0.168 1.698 0.015  C6 1.054

2S+1: 1
LUMO level in eV: 1.16
SMILES: C/C=C1/C=CC1
HOMO level in eV: -8.69
Orbital gap in hartree: 0.36210

Atom charges from the Mulliken analysis, given in e for atoms 1 to 4: atom 1 (C): -1.06, atom 2 (C): -0.18, atom 3 (C): 0.23, atom 4 (C): -0.50



Going by the energies, b) is most stable and the next is 25.9 kcal/mol up.



a) # C8H11NO3

A 2-piece molecular cluster, C8H11NO3 overall (wB97M-V/def2-TZVPD, the OMol25 dataset).

Each atom is followed by the atoms it is bonded to, with distances in Å.
Element x y z (Å)
1 C -1.465 -1.464 2.371  C2 1.555, H8 1.090, H9 1.090, H10 1.090
2 C -0.670 -0.146 2.592  C1 1.555, C3 1.571, O7 1.458, H11 1.090
3 C 0.648 -0.331 3.427  C2 1.571, O4 1.461, H12 1.090, H13 1.090
4 O 1.492 0.595 2.676  C3 1.461, C5 1.411
5 C 0.915 0.850 1.415  O4 1.411, O6 1.215, O7 1.259
6 O 1.500 1.548 0.610  C5 1.215
7 O -0.301 0.526 1.351  C2 1.458, C5 1.259
8 H -0.844 -2.052 1.695  C1 1.090
9 H -2.468 -1.374 1.952  C1 1.090
10 H -1.322 -2.089 3.252  C1 1.090
11 H -1.325 0.426 3.248  C2 1.090
12 H 1.194 -1.258 3.599  C3 1.090
13 H 0.376 0.058 4.409  C3 1.090
14 C -0.217 0.582 -4.390  C15 1.422, C18 1.379, H19 1.080
15 C -0.125 -0.560 -3.548  C14 1.422, C16 1.386, H20 1.080
16 C 0.565 -0.261 -2.383  C15 1.386, N17 1.314, H21 1.080
17 N 0.667 1.049 -2.386  C16 1.314, C18 1.367, H22 1.010
18 C 0.312 1.578 -3.595  C14 1.379, N17 1.367, H23 1.080
19 H -0.477 0.514 -5.436  C14 1.080
20 H -0.371 -1.530 -3.954  C15 1.080
21 H 0.817 -0.945 -1.585  C16 1.080
22 H 0.876 1.638 -1.593  N17 1.010
23 H 0.226 2.646 -3.726  C18 1.080

2S+1: 1
LUMO level in eV: 0.53
SMILES: C[C@H]1COC(=O)O1.c1cc[nH]c1
HOMO level in eV: -7.81
Orbital gap in hartree: 0.30635

Atom charges from the Mulliken analysis, given in e for atoms 1 to 4: atom 1 (C): -1.33, atom 2 (C): 0.40, atom 3 (C): -0.45, atom 4 (O): -0.36



b) # C8H11NO3

C8H11NO3 in the gas phase (wB97M-V/def2-TZVPD, the OMol25 dataset).

Each atom is followed by the atoms it is bonded to, with distances in Å.
Element x y z (Å)
1 N 0.053 2.464 -0.865  C2 1.428, H13 1.038, H14 1.061
2 C 0.454 2.086 0.452  N1 1.428, C3 1.527, H15 1.058, H16 1.101
3 C 0.534 0.569 0.612  C2 1.527, C4 1.536, C8 1.515, H17 1.100
4 C 1.737 0.089 -0.214  C3 1.536, C5 1.538, H18 1.142, H19 1.137
5 C 2.163 -1.380 -0.041  C4 1.538, O6 1.189, O7 1.407
6 O 3.063 -1.700 0.667  C5 1.189
7 O 1.443 -2.252 -0.878  C5 1.407, H20 0.965
8 C -0.706 -0.274 0.389  C3 1.515, C9 1.391, O12 1.324
9 C -1.643 -0.819 1.260  C8 1.391, C10 1.439, H21 1.118
10 C -2.667 -1.439 0.462  C9 1.439, C11 1.346, H22 1.097
11 C -2.231 -1.319 -0.806  C10 1.346, O12 1.358, H23 1.110
12 O -1.044 -0.658 -0.833  C8 1.324, C11 1.358
13 H -0.920 2.146 -1.043  N1 1.038
14 H 0.716 2.168 -1.638  N1 1.061
15 H -0.283 2.545 1.056  C2 1.058
16 H 1.435 2.529 0.679  C2 1.101
17 H 0.791 0.400 1.668  C3 1.100
18 H 1.598 0.241 -1.338  C4 1.142
19 H 2.625 0.707 0.133  C4 1.137
20 H 0.701 -1.680 -1.114  O7 0.965
21 H -1.627 -0.711 2.373  C9 1.118
22 H -3.612 -1.910 0.760  C10 1.097
23 H -2.582 -1.802 -1.741  C11 1.110

2S+1: 1
LUMO level in eV: 0.69
SMILES: NC[C@H](CC(=O)O)c1ccco1
HOMO level in eV: -8.99
Orbital gap in hartree: 0.35584

Atom charges from the Mulliken analysis, given in e for atoms 1 to 4: atom 1 (N): -0.62, atom 2 (C): -0.99, atom 3 (C): 1.19, atom 4 (C): -1.04



Going by the energies, b) is most stable and the next is 9.2 kcal/mol up.



a) # C5H12O2

A 2-piece molecular cluster, C5H12O2 overall (wB97M-V/def2-TZVPD, the OMol25 dataset).

Each atom is followed by the atoms it is bonded to, with distances in Å.
Element x y z (Å)
1 C 2.143 0.055 0.934  C2 1.532, H6 1.094, H7 1.097, H8 1.096
2 C 0.883 0.765 1.440  C1 1.532, C3 1.503, H9 1.096, H10 1.099
3 C 0.038 1.369 0.353  C2 1.503, C4 1.328, H11 1.088
4 C -1.229 1.069 0.093  C3 1.328, O5 1.380, H12 1.088
5 O -1.892 0.055 0.756  C4 1.380, H13 0.964
6 H 1.881 -0.848 0.375  C1 1.094
7 H 2.727 0.706 0.272  C1 1.097
8 H 2.787 -0.222 1.776  C1 1.096
9 H 0.278 0.070 2.033  C2 1.096
10 H 1.177 1.576 2.120  C2 1.099
11 H 0.492 2.136 -0.271  C3 1.088
12 H -1.802 1.574 -0.682  C4 1.088
13 H -2.796 0.000 0.427  O5 0.964
14 C -0.820 -1.360 -1.953  O15 1.407, H16 1.102, H17 1.099, H18 1.093
15 O -0.226 -1.799 -0.755  C14 1.407, H19 0.970
16 H -1.814 -1.808 -2.118  C14 1.102
17 H -0.921 -0.266 -1.994  C14 1.099
18 H -0.171 -1.663 -2.777  C14 1.093
19 H -0.735 -1.408 -0.028  O15 0.970

2S+1: 1
LUMO level in eV: 0.58
SMILES: CC/C=C\O.CO
HOMO level in eV: -8.95
Orbital gap in hartree: 0.35007

Atom charges from the Mulliken analysis, given in e for atoms 1 to 4: atom 1 (C): -1.05, atom 2 (C): -0.33, atom 3 (C): -0.04, atom 4 (C): -0.64



b) # C5H12O2

A 2-piece molecular cluster, C5H12O2 overall (wB97M-V/def2-TZVPD, the OMol25 dataset).

Each atom is followed by the atoms it is bonded to, with distances in Å.
Element x y z (Å)
1 C 2.289 -0.608 0.677  C2 1.532, H8 1.093, H9 1.093, H10 1.097
2 C 1.636 0.060 -0.537  C1 1.532, C3 1.473, H11 1.110, H12 1.092
3 C 0.227 -0.346 -0.672  C2 1.473, C5 1.445, H13 1.099
4 O -0.444 0.460 1.859  H14 0.976
5 C -0.926 0.371 -1.170  C3 1.445, C6 1.643, H15 1.104, H16 1.095
6 C -2.212 -0.062 -0.244  C5 1.643, O7 1.363, H17 1.100, H18 1.091
7 O -2.610 0.822 0.714  C6 1.363, H19 1.023
8 H 3.366 -0.428 0.684  C1 1.093
9 H 1.803 -0.207 1.571  C1 1.093
10 H 2.126 -1.693 0.657  C1 1.097
11 H 2.133 -0.312 -1.456  C2 1.110
12 H 1.743 1.146 -0.526  C2 1.092
13 H 0.105 -1.437 -0.695  C3 1.099
14 H -0.431 1.436 1.852  O4 0.976
15 H -1.184 -0.038 -2.163  C5 1.104
16 H -0.729 1.442 -1.282  C5 1.095
17 H -1.910 -1.020 0.203  C6 1.100
18 H -3.030 -0.227 -0.948  C6 1.091
19 H -1.951 0.643 1.476  O7 1.023

2S+1: 1
LUMO level (alpha / beta) in eV: -1.46 / -1.45
HOMO level (alpha / beta) in eV: -8.63 / -8.63
Orbital gap (alpha / beta) in hartree: 0.26351 / 0.26388

Atom charges from the Mulliken analysis, given in e for atoms 1 to 4: atom 1 (C): -1.06, atom 2 (C): -0.34, atom 3 (C): -0.08, atom 4 (O): -0.91



c) # C5H12O2

C5H12O2 in the gas phase (wB97M-V/def2-TZVPD, the OMol25 dataset).

Each atom is followed by the atoms it is bonded to, with distances in Å.
Element x y z (Å)
1 C -2.573 -0.444 -0.070  C2 1.535, H8 1.093, H9 1.097, H10 1.094
2 C -1.173 -0.721 0.496  C1 1.535, C3 1.542, H11 1.103, H12 1.099
3 C -0.179 0.234 -0.195  C2 1.542, O4 1.416, C5 1.578, H13 1.097
4 O -0.682 1.548 -0.044  C3 1.416, H14 0.967
5 C 1.343 0.176 0.219  C3 1.578, C6 1.529, O7 1.424, H15 1.103
6 C 2.271 -0.413 -0.844  C5 1.529, H16 1.096, H17 1.095, H18 1.095
7 O 1.840 1.499 0.399  C5 1.424, H19 0.960
8 H -2.847 0.597 0.118  C1 1.093
9 H -2.569 -0.574 -1.160  C1 1.097
10 H -3.349 -1.092 0.348  C1 1.094
11 H -1.170 -0.535 1.583  C2 1.103
12 H -0.904 -1.778 0.364  C2 1.099
13 H -0.239 0.038 -1.273  C3 1.097
14 H -0.671 1.742 0.904  O4 0.967
15 H 1.458 -0.399 1.153  C5 1.103
16 H 2.091 0.074 -1.809  C6 1.096
17 H 3.298 -0.172 -0.549  C6 1.095
18 H 2.193 -1.498 -0.972  C6 1.095
19 H 1.863 1.719 1.333  O7 0.960

2S+1: 1
LUMO level in eV: 0.74
SMILES: CC[C@@H](O)[C@@H](C)O
HOMO level in eV: -10.05
Orbital gap in hartree: 0.39654

Atom charges from the Mulliken analysis, given in e for atoms 1 to 4: atom 1 (C): -1.14, atom 2 (C): -0.39, atom 3 (C): -0.10, atom 4 (O): -0.54



d) # C5H12O2

A 3-piece molecular cluster, C5H12O2 overall (wB97M-V/def2-TZVPD, the OMol25 dataset).

Each atom is followed by the atoms it is bonded to, with distances in Å.
Element x y z (Å)
1 C -0.399 0.437 0.425  C2 1.314, H6 1.092, H7 1.081
2 C 0.822 0.766 0.782  C1 1.314, C3 1.516, H8 1.089
3 C 1.900 1.488 0.000  C2 1.516, C4 1.520, H9 1.087, H10 1.092
4 C 1.377 2.473 -1.033  C3 1.520, C5 1.333, H11 1.088
5 C 0.577 3.500 -0.752  C4 1.333, H12 1.085, H13 1.085
6 H -1.064 -0.152 1.059  C1 1.092
7 H -1.017 0.701 -0.422  C1 1.081
8 H 1.247 0.282 1.660  C2 1.089
9 H 2.562 2.029 0.671  C3 1.087
10 H 2.376 0.672 -0.548  C3 1.092
11 H 1.860 2.373 -2.003  C4 1.088
12 H 0.075 3.982 -1.584  C5 1.085
13 H 0.389 3.733 0.292  C5 1.085
14 O -4.450 -3.765 -1.936  H15 0.963, H16 0.970
15 H -4.362 -2.847 -1.657  O14 0.963
16 H -3.544 -3.989 -2.199  O14 0.970
17 O 0.762 -3.592 2.319  H18 0.964, H19 0.961
18 H -0.169 -3.732 2.111  O17 0.964
19 H 1.059 -4.359 2.815  O17 0.961

2S+1: 1
LUMO level in eV: 0.47
SMILES: C=CCC=C.O.O
HOMO level in eV: -9.29
Orbital gap in hartree: 0.35871

Atom charges from the Mulliken analysis, given in e for atoms 1 to 4: atom 1 (C): -0.71, atom 2 (C): -0.18, atom 3 (C): -0.47, atom 4 (C): -0.21



Going by the energies, c) is most stable and the next is 12.5 kcal/mol up.



a) # C5H12O2

A 2-piece molecular cluster, C5H12O2 overall (wB97M-V/def2-TZVPD, the OMol25 dataset).

Each atom is followed by the atoms it is bonded to, with distances in Å.
Element x y z (Å)
1 C 0.397 2.231 0.562  C2 1.531, H6 1.095, H7 1.097, H8 1.096
2 C 1.040 1.007 1.221  C1 1.531, C3 1.502, H9 1.095, H10 1.099
3 C 0.064 -0.106 1.478  C2 1.502, C4 1.327, H11 1.088
4 C 0.135 -1.323 0.952  C3 1.327, O5 1.381, H12 1.089
5 O 1.104 -1.657 0.026  C4 1.381, H13 0.964
6 H 0.028 1.973 -0.436  C1 1.095
7 H -0.448 2.600 1.155  C1 1.097
8 H 1.123 3.047 0.473  C1 1.096
9 H 1.861 0.637 0.598  C2 1.095
10 H 1.486 1.302 2.181  C2 1.099
11 H -0.776 0.096 2.139  C3 1.088
12 H -0.590 -2.105 1.175  C4 1.089
13 H 1.132 -2.615 -0.078  O5 0.964
14 C -1.385 -0.933 -2.006  O15 1.407, H16 1.101, H17 1.099, H18 1.093
15 O -0.308 -0.031 -1.921  C14 1.407, H19 0.969
16 H -1.289 -1.620 -2.861  C14 1.101
17 H -1.500 -1.534 -1.093  C14 1.099
18 H -2.304 -0.356 -2.138  C14 1.093
19 H 0.412 -0.489 -1.462  O15 0.969

2S+1: 1
LUMO level in eV: 0.58
SMILES: CC/C=C\O.CO
HOMO level in eV: -8.97
Orbital gap in hartree: 0.35075

Atom charges from the Mulliken analysis, given in e for atoms 1 to 4: atom 1 (C): -1.04, atom 2 (C): -0.34, atom 3 (C): -0.16, atom 4 (C): -0.49



b) # C5H12O2

A 3-piece molecular cluster, C5H12O2 overall (wB97M-V/def2-TZVPD, the OMol25 dataset).

Each atom is followed by the atoms it is bonded to, with distances in Å.
Element x y z (Å)
1 C 2.120 -1.736 -1.684  C2 1.315, H6 1.108, H7 1.096
2 C 1.392 -0.642 -1.744  C1 1.315, C3 1.522, H8 1.066
3 C 0.136 -0.355 -0.935  C2 1.522, C4 1.349, C5 1.521
4 C -0.037 -0.585 0.383  C3 1.349, H9 1.055, H10 1.107
5 C -0.956 0.292 -1.773  C3 1.521, H11 1.111, H12 1.074, H13 1.070
6 H 1.841 -2.537 -0.972  C1 1.108
7 H 2.878 -1.947 -2.447  C1 1.096
8 H 1.547 0.176 -2.409  C2 1.066
9 H -0.998 -0.596 0.819  C4 1.055
10 H 0.721 -1.052 1.040  C4 1.107
11 H -1.353 -0.622 -2.265  C5 1.111
12 H -0.688 0.983 -2.551  C5 1.074
13 H -1.756 0.699 -1.192  C5 1.070
14 O 0.204 2.346 2.057  H15 0.999, H16 0.969
15 H 0.126 1.655 1.340  O14 0.999
16 H 0.096 3.199 1.610  O14 0.969
17 O -2.064 -0.146 2.401  H18 0.971, H19 0.966
18 H -1.734 0.766 2.462  O17 0.971
19 H -1.687 -0.506 3.214  O17 0.966

2S+1: 1
LUMO level in eV: 0.71
SMILES: C=CC(=C)C.O.O
HOMO level in eV: -9.03
Orbital gap in hartree: 0.35794

Atom charges from the Mulliken analysis, given in e for atoms 1 to 4: atom 1 (C): -0.67, atom 2 (C): -0.32, atom 3 (C): 0.92, atom 4 (C): -1.36



Going by the energies, a) is most stable and the next is 14.3 kcal/mol up.